This record from the OMol25 dataset describes a molecular structure, C35H81F3LiN9O13S in a non-equilibrium geometry. The level of theory is the ωB97M-V functional and the def2-TZVPD basis.

Output
* E_tot: -3558.3451 Eh

The geometry in XYZ format:
```
143
Properties=species:S:1:pos:R:3:forces:R:3:lowdin_charge:R:1
Li -11.547 -6.009 -12.451 -0.265 0.308 0.326 0.68
C -13.772 -6.706 -8.964 0.176 -0.133 -1.930 -0.51
F -15.041 -6.960 -9.466 1.789 1.151 0.924 0.07
F -13.341 -5.406 -9.237 -1.320 -2.079 0.678 0.07
F -13.776 -6.922 -7.663 0.054 0.256 -0.621 0.14
S -12.601 -7.904 -10.003 0.317 -2.766 -0.610 0.57
O -13.476 -8.815 -10.783 0.311 1.542 1.497 -0.33
O -11.860 -7.048 -10.912 0.044 0.811 0.338 -0.41
O -11.708 -8.630 -9.071 -1.662 1.385 -0.362 -0.34
C -10.876 -11.101 -13.062 1.463 -1.579 0.663 -0.19
C -11.595 -11.491 -11.774 -1.946 1.256 -0.778 -0.28
O -11.038 -12.568 -11.091 0.349 0.136 -0.008 -0.04
O -10.603 -12.333 -13.810 -0.466 1.576 -0.263 -0.08
H -9.907 -10.688 -12.784 0.360 -0.128 0.119 0.10
H -11.311 -10.281 -13.633 -0.776 -0.504 -0.302 0.11
H -12.635 -11.731 -11.992 -0.145 -0.288 -0.284 0.11
H -11.682 -10.636 -11.103 0.230 0.281 -0.063 0.09
H -10.430 -12.048 -10.560 1.088 -0.651 0.762 0.04
H -11.000 -13.051 -13.312 0.044 -0.055 0.193 0.06
C -16.236 -10.819 -10.522 -0.061 -0.216 -1.998 -0.23
C -16.812 -11.993 -9.747 0.701 2.191 0.304 -0.21
O -16.123 -11.945 -8.466 -0.969 -1.274 -0.638 -0.08
O -15.153 -11.277 -11.389 -0.850 0.046 0.881 -0.08
H -15.971 -9.954 -9.913 0.417 -0.407 0.421 0.11
H -17.042 -10.427 -11.141 -0.140 0.007 -0.563 0.10
H -16.787 -12.888 -10.370 0.639 -0.367 0.466 0.12
H -17.874 -11.770 -9.646 0.018 -0.087 0.826 0.11
H -15.264 -12.341 -8.634 0.242 -0.075 0.123 0.08
H -14.530 -10.565 -11.553 0.063 0.304 0.281 0.03
C -8.862 -10.677 -8.630 -2.213 0.487 -2.935 -0.77
O -9.102 -10.847 -9.810 -0.520 0.181 -1.972 0.03
N -9.418 -9.740 -7.894 -0.319 1.806 1.423 0.18
N -8.117 -11.484 -7.986 3.487 -2.914 3.544 0.18
H -9.973 -9.027 -8.345 -0.147 -0.039 0.322 0.06
H -9.247 -9.819 -6.902 -0.500 0.785 -0.253 0.10
H -7.825 -12.388 -8.329 -0.058 0.484 -0.066 0.14
H -7.870 -11.172 -7.057 0.363 -0.864 -0.089 0.11
C -13.299 -10.368 -5.692 0.398 0.806 4.328 -0.74
O -13.604 -10.598 -4.508 0.606 -0.641 -1.039 -0.01
N -12.071 -10.176 -6.154 2.994 -0.389 -0.225 0.16
N -14.167 -9.986 -6.575 -3.028 0.359 -2.452 0.17
H -11.938 -9.780 -7.073 0.304 -0.148 0.148 0.06
H -11.267 -10.350 -5.568 -0.413 0.031 -0.144 0.11
H -13.814 -9.943 -7.521 -0.925 -0.063 -0.157 0.10
H -15.124 -10.214 -6.347 0.025 0.086 -0.608 0.12
C -14.623 -5.390 -12.918 2.855 -3.724 1.398 -0.72
O -13.426 -5.193 -12.658 0.285 1.185 -0.215 -0.04
N -15.116 -6.619 -12.750 -0.522 -1.605 0.193 0.18
N -15.504 -4.593 -13.374 -2.602 5.017 -1.867 0.20
H -15.920 -6.876 -13.306 0.231 -0.423 0.445 0.12
H -14.509 -7.308 -12.330 -0.205 -0.276 -0.154 0.09
H -16.494 -4.787 -13.430 0.405 -0.277 0.230 0.13
H -15.274 -3.617 -13.493 0.117 -0.182 -0.059 0.13
C -10.842 -6.399 -5.932 0.800 -0.396 0.250 -0.03
C -10.582 -5.191 -4.974 0.849 -2.516 -0.854 -0.48
C -10.823 -3.941 -5.783 -0.586 0.991 0.792 -0.16
C -12.305 -3.594 -6.025 0.506 -1.157 1.483 -0.14
C -13.049 -3.579 -4.620 1.579 0.620 -1.450 -0.11
C -12.753 -4.759 -3.616 -0.896 1.026 -1.493 -0.45
N -11.366 -5.271 -3.720 0.417 2.462 0.618 -0.09
O -11.193 -6.420 -2.885 -0.014 0.968 -1.643 0.01
C -13.091 -4.157 -2.223 0.505 -0.702 0.593 -0.04
C -13.750 -5.864 -4.028 -0.001 -0.776 1.095 -0.02
C -9.034 -5.218 -4.661 -0.670 0.625 0.211 -0.03
H -10.175 -7.207 -5.631 -0.428 -0.489 0.465 0.06
H -10.425 -6.217 -6.922 -0.369 0.486 -0.287 0.07
H -11.868 -6.758 -6.015 0.056 0.112 0.053 0.06
H -10.387 -3.129 -5.202 -0.095 0.424 0.121 0.12
H -10.187 -3.993 -6.667 -0.322 -0.166 -0.232 0.10
H -12.836 -4.358 -6.592 0.306 -0.044 -0.521 0.08
H -12.336 -2.641 -6.555 -0.454 0.033 0.159 0.10
H -14.092 -3.556 -4.936 -0.264 -0.040 0.798 0.08
H -12.779 -2.630 -4.156 -0.167 0.048 0.197 0.11
H -12.421 -3.403 -1.809 0.646 0.047 -0.767 0.08
H -14.048 -3.639 -2.179 -0.332 -0.497 -0.361 0.08
H -13.038 -4.930 -1.456 -0.411 -0.233 -0.027 0.08
H -13.898 -6.012 -5.098 0.182 0.259 -0.012 0.07
H -13.404 -6.808 -3.607 -0.108 -0.332 -0.218 0.07
H -14.723 -5.799 -3.541 -0.142 0.543 -0.151 0.09
H -8.345 -5.051 -5.489 -0.618 0.142 -0.775 0.07
H -8.641 -6.153 -4.262 -0.509 0.140 0.713 0.08
H -8.900 -4.330 -4.044 0.423 -0.404 0.633 0.08
H -11.776 -6.993 -3.389 0.080 -1.267 0.450 0.06
C -19.708 -2.753 -5.941 0.942 1.265 -0.538 -0.04
C -18.166 -2.685 -6.293 -2.085 -0.211 -1.674 -0.43
C -17.918 -4.212 -6.666 0.374 0.158 0.069 -0.15
C -16.643 -4.459 -7.419 0.302 1.659 0.268 -0.20
C -16.534 -3.493 -8.572 0.188 1.061 -0.997 -0.15
C -16.724 -1.950 -8.314 -0.260 -1.388 -0.030 -0.47
N -17.994 -1.824 -7.544 0.134 -1.108 -0.716 -0.09
O -18.456 -0.468 -7.490 0.735 -0.402 1.133 -0.03
C -15.430 -1.518 -7.609 -0.176 0.537 0.136 -0.03
C -16.845 -1.254 -9.721 -0.532 0.422 1.547 -0.03
C -17.362 -2.333 -5.043 0.059 -1.307 0.039 -0.02
H -20.156 -1.769 -5.798 0.349 0.211 0.748 0.07
H -19.738 -3.375 -5.047 -0.681 0.030 -0.184 0.08
H -20.311 -3.091 -6.784 0.334 -0.755 0.053 0.08
H -17.835 -4.746 -5.719 -0.196 0.014 0.236 0.12
H -18.670 -4.764 -7.229 -0.821 0.867 0.071 0.12
H -16.624 -5.459 -7.853 0.533 -0.161 0.642 0.11
H -15.890 -4.166 -6.687 0.850 -0.935 -0.221 0.09
H -17.205 -3.850 -9.354 -0.226 0.279 -0.214 0.12
H -15.530 -3.471 -8.994 0.174 -0.675 -0.194 0.10
H -15.547 -0.553 -7.116 0.081 0.136 -0.109 0.09
H -15.080 -2.224 -6.857 -0.219 -0.074 0.055 0.05
H -14.637 -1.464 -8.355 0.084 0.209 0.006 0.08
H -16.996 -0.184 -9.574 -0.045 0.113 0.163 0.07
H -15.944 -1.300 -10.333 -0.072 -0.636 0.047 0.08
H -17.752 -1.612 -10.208 0.228 -0.233 -0.299 0.08
H -17.879 -2.874 -4.250 -0.334 0.699 0.495 0.08
H -17.179 -1.283 -4.814 -0.163 -0.179 -0.131 0.10
H -16.458 -2.943 -5.020 0.674 0.632 -0.343 0.05
H -19.157 -0.414 -8.143 -0.111 -0.305 -0.046 0.09
C -11.016 -3.422 -11.164 0.697 -0.630 -0.985 -0.02
C -9.578 -4.023 -11.139 0.582 0.028 2.041 -0.47
C -9.386 -4.444 -9.637 1.496 -0.220 -0.621 -0.12
C -8.046 -5.212 -9.423 -1.329 0.247 -0.010 -0.17
C -8.032 -6.457 -10.295 0.700 1.400 0.549 -0.13
C -8.353 -6.201 -11.762 0.856 -1.417 -0.840 -0.47
N -9.500 -5.273 -11.892 -1.160 -0.772 0.617 -0.15
O -9.769 -4.996 -13.234 -0.370 -0.236 -0.666 -0.04
C -7.122 -5.694 -12.573 -0.507 -0.647 1.160 -0.01
C -8.690 -7.617 -12.341 -1.838 0.898 -0.348 -0.02
C -8.496 -2.961 -11.570 -0.641 -0.277 -0.015 0.00
H -11.067 -2.580 -10.474 0.011 0.116 -0.277 0.10
H -11.792 -4.137 -10.889 0.231 -0.216 0.351 0.05
H -11.263 -3.168 -12.195 -0.052 0.604 0.069 0.08
H -9.390 -3.538 -9.031 -0.322 -0.032 0.081 0.11
H -10.219 -5.109 -9.405 -0.081 0.089 0.285 0.11
H -7.956 -5.644 -8.427 -0.128 0.585 0.400 0.10
H -7.170 -4.582 -9.576 -0.038 0.167 -0.147 0.11
H -8.706 -7.154 -9.798 -0.035 -0.338 -0.537 0.12
H -6.991 -6.747 -10.155 -0.081 -0.978 -0.586 0.13
H -6.632 -4.944 -11.952 0.425 0.046 -0.564 0.08
H -6.495 -6.571 -12.731 0.296 0.269 0.084 0.09
H -7.422 -5.355 -13.565 0.248 0.226 0.098 0.08
H -9.630 -7.960 -11.909 0.052 -0.152 0.566 0.06
H -8.987 -7.534 -13.386 0.597 -0.020 -0.383 0.08
H -7.962 -8.416 -12.200 0.250 0.468 0.083 0.10
H -7.732 -3.313 -12.263 -0.329 -0.189 -0.166 0.06
H -7.899 -2.623 -10.723 -0.343 0.230 0.144 0.09
H -9.016 -2.132 -12.050 0.248 0.232 0.141 0.08
H -9.041 -4.445 -13.529 0.160 0.364 -0.551 0.08
```
Positions in Å, forces in eV/Å.

=====

This record from the OMol25 dataset describes a single C7H4INO2S molecule in a non-equilibrium geometry. The level of theory is the ωB97M-V functional and the def2-TZVPD basis.

Output
* E_tot: -1170.1007 Eh

The geometry in XYZ format:
```
16
Properties=species:S:1:pos:R:3:forces:R:3:lowdin_charge:R:1
C 0.027 0.997 -0.107 -0.331 0.151 0.214 -0.06
C 0.246 -0.371 -0.096 -2.459 0.788 0.273 -0.02
C -1.265 1.480 0.033 0.100 -1.806 -1.536 -0.14
C -0.882 -1.185 0.063 -0.198 0.917 0.116 -0.25
C -2.193 -0.681 0.087 1.112 -2.783 -0.453 -0.03
C -2.400 0.655 -0.098 -0.237 0.273 1.389 -0.73
C -0.512 -2.609 0.183 -2.063 1.165 -0.503 -0.13
N -1.394 -3.504 0.198 0.298 -1.827 -0.277 -0.06
O -3.637 -3.873 1.186 -0.480 0.172 0.378 -0.30
O -3.519 -3.583 -1.286 0.410 0.221 0.665 -0.30
S -3.059 -3.272 0.038 1.736 2.381 -0.559 0.76
I -4.320 1.528 -0.163 0.354 -0.227 -0.067 0.85
H 0.720 1.809 -0.273 0.747 -0.519 0.148 0.11
H 1.117 -0.913 -0.241 2.043 -0.228 -0.159 0.08
H -1.288 2.501 -0.111 -0.858 2.169 0.163 0.07
H 0.566 -2.754 0.198 -0.175 -0.848 0.210 0.13
```
Positions in Å, forces in eV/Å.

=====

This record from the OMol25 dataset describes a molecular structure, C11H10ClNOOs in a non-equilibrium geometry. The level of theory is the ωB97M-V functional and the def2-TZVPD basis.

Output
* expectation value of S²: 6.0326
* multiplicity: 5
* E_tot: -1105.8334 Eh

The geometry in XYZ format:
```
25
Properties=species:S:1:pos:R:3:forces:R:3:lowdin_charge:R:1
C -2.314 1.887 -0.253 -1.186 -0.019 -3.559 -0.29
C -1.808 0.677 -0.905 -0.548 0.898 0.217 -0.23
C -0.476 0.984 -1.396 -1.011 -0.217 -0.409 -0.26
H -2.303 -0.287 -0.947 0.187 0.188 0.273 0.11
C -0.288 2.407 -1.307 0.679 0.392 0.205 -0.17
C -1.365 2.945 -0.530 -0.984 -1.243 -1.698 -0.22
H -1.573 3.942 -0.240 0.408 0.767 0.193 0.11
H -3.270 1.995 0.234 0.056 -0.057 0.057 0.12
H 0.217 0.224 -1.766 -0.275 0.473 -0.148 0.11
H 0.529 2.948 -1.799 -0.369 -0.161 0.662 0.11
Os -0.583 1.344 0.732 2.035 -0.722 3.148 1.19
Cl -1.412 -0.324 2.077 0.523 -0.451 0.344 -0.10
C 2.054 -2.939 1.048 0.910 0.565 -0.759 -0.11
C 2.932 -2.324 0.108 -1.012 -0.854 2.477 -0.08
C 2.420 -2.571 -1.201 -2.720 -1.698 -1.075 -0.10
H 3.849 -1.795 0.342 -0.188 -0.053 0.003 0.10
C 1.228 -3.343 -1.068 2.010 1.386 -1.307 -0.11
C 1.001 -3.570 0.321 0.895 0.466 0.622 -0.06
H 0.191 -4.151 0.747 0.110 0.147 -0.044 0.11
H 2.180 -2.954 2.125 -0.056 0.068 -0.238 0.09
H 2.876 -2.260 -2.134 -0.109 -0.049 0.152 0.09
H 0.623 -3.723 -1.884 0.113 0.117 0.152 0.09
O -2.164 4.544 3.036 0.143 -0.299 -0.098 0.11
C -1.580 3.633 2.567 0.492 -0.572 -0.386 -0.45
N -0.965 2.712 2.092 -0.104 0.929 1.214 -0.14
```
Positions in Å, forces in eV/Å.

=====

This record from the OMol25 dataset describes a molecular structure, C27H33N2Ti in a non-equilibrium geometry. The level of theory is the ωB97M-V functional and the def2-TZVPD basis.

Output
* net charge: +1
* E_tot: -2007.2500 Eh

The geometry in XYZ format:
```
63
Properties=species:S:1:pos:R:3:forces:R:3:lowdin_charge:R:1
C 1.078 -2.299 1.006 -0.193 0.116 -1.875 -0.26
C 2.089 -1.646 0.216 -1.519 -0.638 -0.451 -0.25
C 1.641 -1.616 -1.148 -1.030 -0.717 1.036 -0.25
C 0.315 -2.190 -1.215 0.935 -0.779 1.410 -0.29
C -0.028 -2.639 0.132 1.433 -0.029 -0.874 -0.31
Ti -0.113 -0.427 0.104 -1.348 2.403 -0.853 0.90
C -2.152 2.093 -0.588 -2.177 -0.366 0.967 -0.52
C -2.062 0.848 0.304 0.617 -0.085 -0.584 -0.21
H -2.415 1.061 1.300 0.140 -0.058 0.337 0.09
C -2.247 -0.430 -0.249 0.177 -1.134 0.387 -0.15
H -2.461 -0.523 -1.300 0.005 -0.223 -0.270 0.06
H -2.618 -1.279 0.335 -0.207 0.445 -0.028 0.07
C -2.845 3.247 0.086 -0.393 0.332 0.587 -0.03
H -2.275 3.559 0.969 -0.187 0.032 0.005 0.10
H -2.894 4.086 -0.615 -0.283 -0.088 0.385 0.08
H -3.855 2.961 0.384 0.030 0.158 0.020 0.11
C -2.887 1.828 -1.921 -0.553 0.125 -1.371 0.01
H -3.616 1.021 -1.941 0.094 -0.114 0.491 0.10
H -3.428 2.726 -2.214 0.060 0.134 0.009 0.10
H -2.201 1.641 -2.758 -0.050 -0.223 0.072 0.11
C 3.442 -1.226 0.667 0.336 0.400 0.184 -0.03
H 3.505 -1.223 1.768 0.159 -0.017 -0.452 0.07
H 4.223 -1.903 0.267 -0.343 0.346 0.242 0.11
H 3.663 -0.202 0.312 0.136 -0.437 0.139 0.09
C 2.518 -1.316 -2.310 0.330 0.440 -0.393 -0.04
H 2.851 -0.268 -2.295 0.189 -0.416 -0.129 0.07
H 3.432 -1.935 -2.303 -0.411 0.110 0.089 0.11
H 1.992 -1.504 -3.259 0.220 0.126 0.261 0.09
C -0.490 -2.379 -2.459 -0.119 -0.022 -0.326 -0.03
H -0.734 -1.407 -2.930 0.011 -0.463 0.105 0.09
H 0.089 -2.968 -3.194 -0.364 0.164 0.239 0.10
H -1.431 -2.910 -2.236 0.399 0.249 -0.227 0.09
C -1.194 -3.470 0.535 -0.340 -0.386 0.093 -0.04
H -2.021 -3.369 -0.181 0.194 -0.092 0.304 0.08
H -0.907 -4.536 0.576 -0.159 0.360 0.013 0.10
H -1.557 -3.189 1.538 -0.008 -0.149 -0.318 0.09
C 1.199 -2.713 2.426 -0.088 0.005 0.542 -0.02
H 0.300 -2.444 2.998 0.219 -0.186 -0.026 0.07
H 1.325 -3.806 2.504 -0.033 0.360 -0.014 0.11
H 2.061 -2.239 2.914 -0.225 -0.149 -0.067 0.08
C 0.134 1.442 -1.124 -0.795 0.290 -2.979 -0.17
C -0.937 2.509 -1.170 3.602 -1.675 1.285 -0.20
C 0.980 1.520 -2.320 -1.369 3.253 -0.934 0.00
C -0.593 3.749 -1.612 -1.215 2.918 -0.596 -0.03
H 0.640 1.841 -0.269 0.761 -0.084 1.484 0.12
C 1.020 2.737 -3.079 0.374 -2.972 0.341 -0.04
H 1.300 0.600 -2.742 1.139 -0.157 -0.098 0.06
C 0.329 3.869 -2.628 1.385 1.084 -0.629 -0.02
H -1.168 4.673 -1.294 0.643 -1.343 -0.617 0.15
H 1.593 2.726 -4.012 -0.283 0.248 0.373 0.11
H 0.569 4.864 -3.138 -0.614 -1.440 0.937 0.15
N 4.564 1.292 3.935 -3.086 -0.408 -0.504 0.19
C 3.412 1.143 3.761 2.260 0.577 0.407 -0.15
C 1.988 0.904 3.546 0.564 0.356 -0.761 -0.19
C 1.152 0.588 4.618 -1.057 -0.414 0.023 0.02
C -0.183 0.224 4.343 0.880 0.240 -0.846 0.00
C -0.577 0.098 2.997 0.562 0.210 0.529 -0.09
N 0.255 0.372 1.964 1.375 1.438 1.881 -0.04
C 1.501 0.908 2.224 -1.314 -1.095 1.127 -0.02
H 1.531 0.622 5.646 -0.158 -0.044 -0.509 0.14
H -0.890 -0.002 5.129 0.072 0.042 0.013 0.12
H -1.606 -0.205 2.744 0.727 -0.030 0.088 0.13
H 2.088 1.289 1.383 -0.108 -0.530 0.324 0.13
```
Positions in Å, forces in eV/Å.

=====

This record from the OMol25 dataset describes a single C4H8FNO molecule in a non-equilibrium geometry. The level of theory is the ωB97M-V functional and the def2-TZVPD basis.

Output
* SMILES string: C[C@@H](F)CC(N)=O
* E_tot: -386.9895 Eh

The geometry in XYZ format:
```
15
Properties=species:S:1:pos:R:3:forces:R:3:lowdin_charge:R:1
C -0.935 -0.565 -2.093 0.437 1.184 0.738 -0.07
C 0.165 0.267 -1.357 1.169 -2.911 1.687 -0.38
F -0.116 1.573 -1.556 0.153 1.059 0.608 -0.03
C 0.049 -0.360 0.301 0.356 -0.483 0.002 0.01
C 0.478 -0.161 2.065 -0.339 2.302 -5.252 -0.51
N 1.005 1.031 2.419 -1.737 -2.898 4.384 0.17
O 0.101 -1.068 2.701 -0.310 -1.195 1.629 0.09
H -1.717 0.225 -2.246 0.417 -0.971 -0.311 0.09
H -1.322 -1.224 -1.273 0.169 -0.289 -1.700 0.06
H -0.551 -0.983 -3.077 -0.815 0.155 1.476 0.09
H 1.201 0.051 -1.728 -0.865 0.350 0.295 0.12
H -1.075 -0.281 0.320 1.099 -0.650 0.824 0.07
H 0.468 -1.458 0.294 -1.357 1.979 -0.653 0.11
H 1.347 1.661 1.821 1.201 2.575 -2.900 0.04
H 0.902 1.290 3.410 0.422 -0.206 -0.828 0.13
```
Positions in Å, forces in eV/Å.